[1]
Computed, not measured: a structure of composition C22H49CeN2OP3Se, with ωB97M-V/def2-TZVPD.

CARTESIAN COORDINATES (ANGSTROEM)
Ce (-1.15, -0.17, 0.22)
P (-2.12, -2.77, -0.23)
P (1.70, 0.05, 1.53)
P (0.65, -0.77, -1.93)
H (-3.42, 2.27, -2.30)
C (-3.17, 1.20, -2.39)
C (-2.09, 0.70, -1.63)
H (-1.20, 1.41, -1.59)
C (-3.77, -2.45, 0.50)
C (-1.25, -3.81, 1.03)
C (-2.44, -3.78, -1.71)
C (3.26, 1.02, 1.32)
C (1.58, 0.29, 3.34)
C (2.52, -1.62, 1.62)
C (-0.12, -0.83, -3.59)
C (1.14, -2.53, -1.69)
C (2.24, -0.06, -2.28)
H (-3.48, 0.64, -3.29)
H (-1.96, -0.42, -1.63)
H (-4.56, -2.52, -0.28)
H (-3.87, -1.45, 0.95)
H (-3.96, -3.19, 1.29)
H (-1.23, -3.31, 2.00)
H (-0.21, -4.03, 0.77)
H (-1.77, -4.77, 1.16)
H (-3.09, -3.26, -2.44)
H (-2.93, -4.72, -1.43)
H (-1.51, -4.00, -2.24)
H (3.78, 1.08, 2.29)
H (3.08, 2.05, 0.98)
H (3.92, 0.51, 0.60)
H (2.60, 0.30, 3.75)
H (1.00, -0.49, 3.87)
H (1.12, 1.27, 3.53)
H (3.01, -1.76, 2.60)
H (3.27, -1.71, 0.83)
H (1.75, -2.40, 1.49)
H (0.64, -1.22, -4.27)
H (-0.42, 0.16, -3.95)
H (-1.01, -1.47, -3.70)
H (1.68, -2.81, -2.60)
H (0.30, -3.23, -1.55)
H (1.83, -2.63, -0.83)
H (2.63, -0.58, -3.17)
H (2.97, -0.17, -1.47)
H (2.12, 0.99, -2.52)
C (0.65, 3.57, -2.90)
C (-0.37, 3.66, -3.86)
C (-0.15, 3.50, -5.23)
C (1.12, 3.17, -5.72)
C (2.19, 3.17, -4.80)
C (1.97, 3.39, -3.41)
Se (0.26, 4.21, -1.07)
H (-1.21, 4.61, -1.11)
H (-1.34, 3.96, -3.46)
H (-0.96, 3.69, -5.98)
H (1.29, 3.01, -6.80)
H (3.20, 3.12, -5.22)
H (2.81, 3.58, -2.73)
C (-2.37, 3.60, 1.75)
N (-2.59, 2.82, 2.96)
C (-3.24, 3.50, 4.08)
C (-2.38, 1.51, 2.87)
O (-2.17, 1.02, 1.69)
N (-2.30, 0.66, 3.92)
C (-2.09, 1.10, 5.29)
C (-2.20, -0.78, 3.64)
H (-2.52, 4.64, 2.03)
H (-3.06, 3.33, 0.95)
H (-1.35, 3.46, 1.38)
H (-4.08, 2.90, 4.47)
H (-2.51, 3.70, 4.87)
H (-3.61, 4.43, 3.64)
H (-3.04, 1.40, 5.77)
H (-1.69, 0.24, 5.83)
H (-1.36, 1.93, 5.35)
H (-1.43, -0.99, 2.87)
H (-1.90, -1.26, 4.57)
H (-3.17, -1.18, 3.32)

Output
Kohn-Sham gap (spin up / spin down) = 5.723 / 5.762 eV
⟨S²⟩ = 0.751
E_HOMO (spin up / spin down) = -15.479 / -15.479 eV
2S+1 = 2
Relative energy (zero: lowest compared OMol25 entry of this formula, charge and spin) = 8.4 kcal/mol
Charge = +3

Löwdin population analysis, charges in e, atoms 1 to 6: atom 1 (Ce): 0.713, atom 2 (P): 0.755, atom 3 (P): 0.784, atom 4 (P): 0.742, atom 5 (H): 0.106, atom 6 (C): 0.174

[2]
Computed, not measured: a structure of composition C28H34BiN3O5S6Sb, with ωB97M-V/def2-TZVPD.

CARTESIAN COORDINATES (ANGSTROEM)
Bi (-0.21, -0.28, 0.06)
O (0.83, 0.57, 4.38)
C (0.47, 1.05, 3.21)
O (1.24, 1.27, 2.31)
C (-1.00, 1.30, 3.07)
C (-1.90, 1.10, 4.11)
C (-3.24, 1.41, 3.88)
C (-3.62, 1.90, 2.64)
C (-2.64, 2.04, 1.65)
N (-1.37, 1.74, 1.88)
C (-2.89, 2.59, 0.27)
O (-4.13, 2.84, -0.11)
O (-1.96, 2.85, -0.45)
H (1.79, 0.43, 4.42)
H (-1.56, 0.73, 5.07)
H (-3.97, 1.27, 4.66)
H (-4.64, 2.20, 2.48)
H (-4.83, 2.51, 0.47)
O (1.91, -1.64, 0.42)
N (2.01, -2.64, -0.40)
C (2.58, -3.78, 0.01)
C (2.69, -4.87, -0.82)
C (2.20, -4.78, -2.12)
C (1.60, -3.61, -2.53)
C (1.50, -2.54, -1.65)
S (0.78, -1.03, -2.14)
H (2.93, -3.76, 1.03)
H (3.15, -5.77, -0.46)
H (2.28, -5.62, -2.80)
H (1.18, -3.50, -3.52)
C (-0.77, 0.27, -5.71)
S (-1.54, 0.62, -4.10)
C (-2.01, -0.97, -3.60)
C (-2.44, -1.24, -2.35)
S (-2.51, -0.03, -1.09)
S (-2.92, -2.91, -2.04)
C (-2.40, -3.56, -3.58)
S (-2.35, -5.14, -3.94)
S (-1.91, -2.32, -4.71)
H (-0.45, 1.23, -6.10)
H (-1.49, -0.19, -6.38)
H (0.09, -0.38, -5.57)
C (-0.32, 3.73, -2.94)
C (0.99, 3.14, -2.47)
Sb (0.89, 2.30, -0.44)
C (0.46, 4.07, 0.78)
C (1.32, 5.28, 0.49)
C (3.02, 1.82, -0.32)
C (3.92, 2.95, 0.14)
H (-0.22, 4.11, -3.95)
H (-0.63, 4.55, -2.30)
H (-1.11, 2.98, -2.92)
H (1.77, 3.90, -2.45)
H (1.32, 2.33, -3.13)
H (0.55, 3.76, 1.82)
H (-0.57, 4.30, 0.56)
H (2.33, 5.16, 0.88)
H (0.88, 6.15, 0.97)
H (1.38, 5.47, -0.57)
H (3.31, 1.49, -1.32)
H (3.11, 0.97, 0.35)
H (3.82, 3.82, -0.50)
H (4.96, 2.63, 0.12)
H (3.67, 3.24, 1.16)
N (-1.79, -2.60, 0.94)
C (-0.94, -3.09, 1.93)
C (-0.74, -2.35, 3.10)
C (0.15, -2.78, 4.06)
C (0.86, -3.96, 3.88)
C (0.67, -4.69, 2.71)
C (-0.21, -4.26, 1.74)
H (-2.11, -3.31, 0.29)
H (-2.56, -2.04, 1.27)
H (-1.34, -1.46, 3.25)
H (0.28, -2.20, 4.96)
H (1.53, -4.32, 4.64)
H (1.19, -5.63, 2.57)
H (-0.35, -4.83, 0.83)

Output
Kohn-Sham gap = 6.131 eV
E_HOMO = -9.611 eV
Relative energy (zero: lowest compared OMol25 entry of this formula, charge and spin) = 25.9 kcal/mol
Charge = +1

Löwdin population analysis, charges in e, atoms 1 to 6: atom 1 (Bi): 1.227, atom 2 (O): 0.149, atom 3 (C): -0.494, atom 4 (O): 0.001, atom 5 (C): -0.206, atom 6 (C): 0.030

[3]
Computed, not measured: an isolated molecule of C4H6OS, with ωB97M-V/def2-TZVPD.

CARTESIAN COORDINATES (ANGSTROEM)
C (-1.14, 0.78, 0.24)
C (-1.84, 1.72, -0.21)
C (0.15, -1.00, -0.28)
C (1.57, -0.66, 0.25)
O (-0.89, -0.45, 0.56)
S (1.99, 1.16, 0.11)
H (-1.43, 2.73, -0.16)
H (-2.90, 1.71, -0.63)
H (-0.03, -0.54, -1.35)
H (0.05, -2.07, -0.32)
H (1.69, -1.17, 1.15)
H (2.15, -1.17, -0.51)

Output
Kohn-Sham gap (spin up / spin down) = 6.394 / 6.391 eV
E_HOMO (spin up / spin down) = -7.634 / -7.633 eV
Relative energy (zero: lowest compared OMol25 entry of this formula, charge and spin) = 118.1 kcal/mol
Charge = 0

natural (NBO) population analysis, charges in e, atoms 1 to 6: atom 1 (C): 0.579, atom 2 (C): -0.578, atom 3 (C): -0.083, atom 4 (C): -0.536, atom 5 (O): -0.419, atom 6 (S): -0.344

[4]
Computed, not measured: a structure of composition C20H55CrCs2N5O13S2, with ωB97M-V/def2-TZVPD.

CARTESIAN COORDINATES (ANGSTROEM)
Cr (11.92, 11.45, 15.70)
Cs (10.74, 14.76, 13.70)
Cs (11.24, 11.63, 10.98)
S (9.77, 10.73, 14.09)
O (10.70, 11.90, 14.08)
O (10.23, 10.02, 15.26)
O (8.40, 11.15, 14.34)
O (9.92, 9.99, 12.82)
S (11.08, 13.95, 17.54)
O (11.58, 15.17, 16.90)
O (12.13, 13.53, 18.43)
O (9.77, 14.01, 18.19)
O (10.96, 12.90, 16.50)
C (5.73, 14.54, 13.71)
C (5.33, 13.23, 12.99)
C (6.10, 13.20, 11.65)
O (5.74, 12.12, 10.80)
C (4.35, 12.09, 10.47)
N (5.65, 11.96, 13.70)
H (5.46, 15.35, 13.04)
H (6.76, 14.69, 14.04)
H (5.01, 14.70, 14.52)
H (4.26, 13.17, 12.77)
H (7.17, 13.15, 11.86)
H (5.97, 14.15, 11.13)
H (3.54, 11.83, 11.15)
H (4.23, 11.31, 9.72)
H (4.09, 13.01, 9.94)
H (6.63, 11.71, 13.74)
H (5.23, 11.17, 13.23)
C (9.21, 5.78, 16.97)
C (10.08, 6.73, 16.18)
C (9.93, 6.70, 14.65)
O (10.45, 5.53, 14.10)
C (10.56, 5.70, 12.66)
N (9.69, 8.02, 16.67)
H (9.62, 5.62, 17.97)
H (9.12, 4.77, 16.57)
H (8.21, 6.20, 17.07)
H (11.15, 6.60, 16.35)
H (10.40, 7.51, 14.08)
H (8.89, 6.80, 14.36)
H (9.73, 6.28, 12.25)
H (10.45, 4.70, 12.24)
H (11.57, 5.99, 12.35)
H (10.37, 8.43, 17.29)
H (9.82, 8.68, 15.92)
C (7.49, 8.34, 11.14)
C (7.86, 9.24, 10.02)
C (6.79, 9.48, 8.96)
O (6.32, 8.29, 8.21)
C (7.28, 7.51, 7.42)
N (8.38, 10.46, 10.52)
H (6.49, 8.58, 11.50)
H (8.18, 8.28, 11.99)
H (7.40, 7.30, 10.85)
H (8.64, 8.61, 9.60)
H (7.20, 10.20, 8.25)
H (5.94, 9.99, 9.41)
H (7.10, 6.44, 7.51)
H (8.29, 7.82, 7.66)
H (7.06, 7.82, 6.40)
H (7.66, 11.13, 10.75)
H (8.81, 10.31, 11.42)
C (6.03, 8.51, 14.72)
C (5.84, 9.18, 16.12)
C (5.35, 8.27, 17.26)
O (4.94, 8.87, 18.48)
C (6.07, 9.11, 19.27)
N (7.14, 9.80, 16.36)
H (6.46, 9.22, 14.01)
H (5.11, 8.05, 14.35)
H (6.83, 7.78, 14.66)
H (5.32, 10.14, 16.10)
H (6.08, 7.48, 17.47)
H (4.49, 7.70, 16.91)
H (6.83, 8.34, 19.42)
H (5.81, 9.44, 20.27)
H (6.50, 9.99, 18.80)
H (7.82, 9.10, 16.60)
H (7.46, 10.01, 15.42)
C (14.41, 9.97, 18.81)
C (13.80, 10.17, 17.45)
C (13.85, 9.00, 16.45)
O (12.92, 9.55, 15.42)
C (12.95, 8.81, 14.26)
N (12.48, 10.71, 17.73)
H (14.32, 9.01, 19.32)
H (14.10, 10.78, 19.47)
H (15.49, 10.09, 18.73)
H (14.48, 10.94, 17.08)
H (13.63, 7.95, 16.61)
H (14.89, 9.08, 16.16)
H (12.86, 7.76, 14.51)
H (13.91, 8.88, 13.74)
H (12.09, 9.07, 13.64)
H (12.27, 9.97, 18.39)
H (12.50, 11.50, 18.35)

Output
Kohn-Sham gap (spin up / spin down) = 5.578 / 5.526 eV
⟨S²⟩ = 6.011
E_HOMO (spin up / spin down) = -7.193 / -7.189 eV
2S+1 = 5
Relative energy (zero: lowest compared OMol25 entry of this formula, charge and spin) = 87.3 kcal/mol
Charge = 0

Löwdin population analysis, charges in e, atoms 1 to 6: atom 1 (Cr): 0.841, atom 2 (Cs): 1.044, atom 3 (Cs): 1.075, atom 4 (S): 0.242, atom 5 (O): -0.674, atom 6 (O): -0.340

[5]
Computed, not measured: a cluster of 13 separate species, C48H94Cl8O22 in total, with ωB97M-V/def2-TZVPD.

CARTESIAN COORDINATES (ANGSTROEM)
Cl (2.52, 38.54, 14.61)
C (3.24, 37.04, 15.23)
C (3.62, 36.93, 16.70)
Cl (4.70, 38.29, 17.20)
H (4.19, 36.92, 14.70)
H (2.58, 36.19, 15.00)
H (4.18, 36.07, 17.06)
H (2.71, 36.93, 17.30)
Cl (0.12, 33.06, 21.54)
C (-0.43, 31.60, 22.42)
C (0.26, 31.56, 23.75)
Cl (-0.16, 30.11, 24.84)
H (-0.28, 30.71, 21.80)
H (-1.48, 31.74, 22.64)
H (0.06, 32.40, 24.41)
H (1.33, 31.64, 23.54)
Cl (-5.72, 40.95, 13.03)
C (-5.30, 40.03, 14.55)
C (-3.89, 40.43, 14.87)
Cl (-3.63, 42.13, 15.20)
H (-5.53, 39.03, 14.18)
H (-6.10, 40.12, 15.28)
H (-3.33, 40.10, 14.00)
H (-3.55, 39.91, 15.77)
Cl (2.49, 36.47, 6.67)
C (1.68, 35.95, 8.17)
C (2.25, 36.72, 9.37)
Cl (1.80, 38.43, 9.19)
H (1.96, 34.90, 8.20)
H (0.60, 36.04, 8.04)
H (3.34, 36.73, 9.41)
H (1.92, 36.51, 10.39)
C (5.95, 33.32, 14.16)
O (4.80, 33.16, 14.95)
C (4.95, 32.28, 16.05)
C (3.59, 32.14, 16.81)
O (2.55, 31.84, 15.80)
C (1.22, 31.81, 16.25)
H (6.21, 32.43, 13.59)
H (6.84, 33.69, 14.67)
H (5.72, 34.10, 13.44)
H (5.61, 32.71, 16.81)
H (5.34, 31.31, 15.74)
H (3.35, 33.01, 17.43)
H (3.83, 31.27, 17.41)
H (0.63, 31.78, 15.34)
H (0.97, 32.70, 16.83)
H (0.97, 30.90, 16.79)
C (-6.95, 36.99, 20.78)
O (-6.81, 38.28, 21.42)
C (-5.64, 38.92, 20.92)
C (-5.69, 40.43, 21.21)
O (-4.39, 41.00, 21.30)
C (-3.60, 41.04, 20.15)
H (-7.16, 37.02, 19.71)
H (-7.87, 36.52, 21.14)
H (-6.13, 36.40, 21.17)
H (-5.72, 38.92, 19.83)
H (-4.82, 38.38, 21.40)
H (-6.25, 40.63, 22.13)
H (-6.24, 40.96, 20.43)
H (-3.97, 41.43, 19.21)
H (-3.29, 40.04, 19.84)
H (-2.67, 41.50, 20.48)
C (-7.42, 31.86, 10.19)
O (-8.66, 32.59, 9.99)
C (-9.47, 32.19, 8.88)
C (-10.71, 33.11, 8.79)
O (-10.53, 34.38, 8.17)
C (-9.63, 35.32, 8.77)
H (-7.62, 30.82, 10.46)
H (-6.91, 32.33, 11.03)
H (-6.73, 31.88, 9.34)
H (-9.72, 31.20, 9.26)
H (-8.89, 32.18, 7.95)
H (-11.23, 33.25, 9.74)
H (-11.49, 32.61, 8.22)
H (-8.64, 34.86, 8.80)
H (-9.98, 35.66, 9.74)
H (-9.59, 36.09, 8.00)
C (-5.83, 46.02, 8.27)
O (-6.49, 44.77, 8.01)
C (-5.98, 44.20, 6.76)
C (-4.47, 43.80, 6.66)
O (-4.01, 42.69, 7.45)
C (-4.13, 42.84, 8.83)
H (-4.87, 45.85, 8.75)
H (-6.40, 46.52, 9.06)
H (-5.63, 46.73, 7.46)
H (-6.14, 44.89, 5.93)
H (-6.72, 43.43, 6.53)
H (-3.94, 44.70, 6.99)
H (-4.13, 43.65, 5.63)
H (-3.51, 43.67, 9.17)
H (-3.60, 42.03, 9.32)
H (-5.10, 42.99, 9.30)
C (-4.47, 37.21, 5.88)
O (-4.95, 35.89, 6.13)
C (-4.95, 34.89, 5.08)
C (-3.56, 34.36, 4.58)
O (-2.91, 35.44, 3.82)
C (-1.56, 35.17, 3.46)
H (-4.74, 37.54, 4.87)
H (-3.38, 37.10, 5.91)
H (-4.85, 38.01, 6.51)
H (-5.46, 35.29, 4.21)
H (-5.63, 34.10, 5.42)
H (-3.73, 33.46, 3.99)
H (-3.02, 34.03, 5.46)
H (-1.02, 36.08, 3.18)
H (-1.61, 34.41, 2.68)
H (-1.03, 34.91, 4.37)
C (2.56, 42.14, 19.06)
O (3.40, 42.95, 19.91)
C (2.86, 43.33, 21.18)
C (3.79, 44.12, 22.10)
O (4.35, 45.26, 21.50)
C (5.31, 46.05, 22.27)
H (1.62, 42.70, 19.09)
H (2.35, 41.15, 19.47)
H (2.93, 42.13, 18.04)
H (2.33, 42.57, 21.75)
H (2.10, 44.09, 20.99)
H (4.65, 43.50, 22.35)
H (3.39, 44.30, 23.10)
H (4.74, 46.73, 22.91)
H (6.06, 46.63, 21.74)
H (5.88, 45.35, 22.88)
C (-3.81, 36.49, 11.69)
O (-3.38, 36.61, 13.10)
C (-2.05, 36.34, 13.25)
C (-1.79, 35.99, 14.75)
O (-1.43, 37.17, 15.53)
C (-1.50, 36.98, 16.90)
H (-3.25, 37.19, 11.07)
H (-4.85, 36.78, 11.52)
H (-3.60, 35.50, 11.30)
H (-1.30, 37.06, 12.91)
H (-1.78, 35.40, 12.77)
H (-1.09, 35.16, 14.80)
H (-2.72, 35.56, 15.11)
H (-0.96, 36.09, 17.25)
H (-2.49, 36.94, 17.35)
H (-0.94, 37.81, 17.33)
C (-9.01, 32.14, 15.39)
C (-7.90, 32.06, 16.22)
C (-6.89, 33.18, 16.42)
O (-5.94, 33.20, 17.16)
C (-7.07, 34.27, 15.41)
C (-8.11, 34.33, 14.55)
C (-9.32, 33.39, 14.60)
O (-10.35, 33.54, 13.94)
O (-8.14, 35.31, 13.59)
O (-7.62, 30.95, 17.00)
H (-9.65, 31.28, 15.25)
H (-6.37, 35.09, 15.38)
H (-8.78, 35.03, 12.93)
H (-6.75, 31.07, 17.39)
C (2.06, 29.97, 11.72)
C (1.26, 31.02, 11.46)
C (0.02, 30.92, 10.68)
O (-0.72, 31.88, 10.35)
C (-0.29, 29.54, 10.32)
C (0.54, 28.49, 10.59)
C (1.84, 28.60, 11.38)
O (2.57, 27.71, 11.78)
O (0.24, 27.24, 10.20)
O (1.54, 32.24, 12.00)
H (2.89, 30.14, 12.39)
H (-1.26, 29.27, 9.92)
H (0.94, 26.62, 10.43)
H (2.21, 32.12, 12.68)

Output
Kohn-Sham gap = 7.114 eV
E_HOMO = -9.211 eV
Charge = 0

Löwdin population analysis, charges in e, atoms 1 to 6: atom 1 (Cl): 0.547, atom 2 (C): -0.681, atom 3 (C): -0.623, atom 4 (Cl): 0.513, atom 5 (H): 0.058, atom 6 (H): 0.069